(1)
Entry from the Open Molecules 2025 dataset: a molecular structure, C40H57ClMgN3O4SSi4Te (ωB97M-V with the def2-TZVPD basis set).

Results
E_LUMO   2.20 eV
Energy above the lowest of the compared OMol25 structures with the same formula, charge and spin   0.61 kcal/mol
HOMO   -0.132 Ha
Charge   -1

CARTESIAN COORDINATES (ANGSTROEM)
Mg 0.8329 1.0519 -0.1088
C -1.5399 1.8659 -3.7492
C -0.5355 1.3831 -2.8941
N -0.6701 1.3442 -1.5928
C -1.8312 1.7777 -1.0186
C -2.9009 2.2497 -1.8005
C -2.7122 2.2930 -3.1981
C -4.1032 2.6658 -1.1739
C -4.1651 2.6739 0.1870
C -3.0867 2.2543 0.9919
C -1.9243 1.7488 0.4364
N -0.8057 1.3056 1.0716
C -0.6132 1.1275 2.3948
C -1.5561 0.8975 3.3909
C -1.1904 0.8520 4.7485
C 0.1030 0.9947 5.1670
C 1.1258 1.0980 4.1912
C 2.4997 1.1607 4.5136
C 3.4394 1.2433 3.5270
C 3.0109 1.2456 2.1882
N 1.7456 1.1853 1.8543
C 0.7856 1.1311 2.8234
H -1.3719 1.8974 -4.8171
H 0.4019 1.0074 -3.2912
H -3.5104 2.6783 -3.8228
H -4.9431 2.9798 -1.7808
H -5.0759 2.9995 0.6764
H -3.1698 2.3532 2.0629
H -2.5848 0.7273 3.1109
H -1.9724 0.7116 5.4863
H 0.3598 1.0149 6.2186
H 2.7928 1.1364 5.5575
H 4.4953 1.2973 3.7556
H 3.7239 1.2949 1.3703
C -3.2394 -7.0321 -1.8608
Si -2.3479 -5.6091 -1.0005
C -0.5830 -5.6164 -1.6606
C -2.2288 -6.0718 0.8209
Si -3.4207 -3.5605 -1.2406
Te -2.4021 -1.6898 -0.0345
Si -3.6248 -3.1035 -3.5138
C -4.1195 -1.3215 -3.8340
C -4.9469 -4.1945 -4.3117
C -2.0471 -3.3824 -4.5048
Si -5.5887 -3.7038 -0.3693
C -6.6392 -5.1867 -0.8840
C -5.5014 -3.7356 1.5055
C -6.4983 -2.1316 -0.8514
H -2.7959 -7.9957 -1.5938
H -3.1926 -6.9272 -2.9481
H -4.2957 -7.0560 -1.5838
H -0.0760 -6.5528 -1.4086
H -0.0097 -4.7892 -1.2382
H -0.5609 -5.4999 -2.7462
H -1.5799 -6.9393 0.9736
H -3.2154 -6.3075 1.2282
H -1.8335 -5.2342 1.4023
H -5.0951 -1.0898 -3.4011
H -4.1600 -1.1176 -4.9085
H -3.3967 -0.6408 -3.3767
H -5.9330 -3.9660 -3.8990
H -4.7548 -5.2540 -4.1219
H -4.9892 -4.0461 -5.3947
H -1.2254 -2.7848 -4.1011
H -2.2021 -3.0901 -5.5474
H -1.7333 -4.4290 -4.4905
H -6.1816 -6.1183 -0.5410
H -6.7386 -5.2543 -1.9699
H -7.6427 -5.1254 -0.4534
H -5.0412 -4.6585 1.8688
H -6.4939 -3.6439 1.9563
H -4.8807 -2.9050 1.8485
H -6.7772 -2.1331 -1.9087
H -5.8369 -1.2770 -0.6838
H -7.4052 -1.9867 -0.2577
C 1.8736 -2.4797 2.3462
C 0.7098 -2.9392 1.4801
S 0.7820 -2.3753 -0.2305
O 1.0441 -0.8930 -0.1398
C 2.4778 -3.0317 -0.6095
C 3.5754 -1.9795 -0.6179
H 1.5741 -2.4856 3.3947
H 2.1560 -1.4596 2.0871
H 2.7513 -3.1200 2.2460
H -0.2392 -2.5481 1.8481
H 0.6267 -4.0278 1.4076
H 2.3554 -3.4672 -1.6029
H 2.6804 -3.8483 0.0826
H 3.1925 -1.0218 -0.9704
H 4.3838 -2.2896 -1.2825
H 3.9914 -1.8209 0.3771
C 5.5486 5.3205 -2.8629
C 5.5702 3.8495 -3.1802
C 6.0702 3.4031 -4.4008
C 6.1215 2.0525 -4.6843
Cl 6.7705 1.5268 -6.2194
C 5.6833 1.1106 -3.7691
C 5.1891 1.5440 -2.5509
C 5.1314 2.8991 -2.2578
O 4.7310 3.2947 -1.0012
C 3.4248 3.8531 -0.9067
C 2.3092 2.8277 -0.7757
O 1.2347 3.2099 -0.2763
O 2.5157 1.6337 -1.1612
H 6.4025 5.8215 -3.3187
H 5.5831 5.4827 -1.7870
H 4.6424 5.7955 -3.2456
H 6.4352 4.1177 -5.1278
H 5.7277 0.0567 -4.0060
H 4.8287 0.8432 -1.8126
H 3.2056 4.4926 -1.7672
H 3.4122 4.4685 -0.0088

(2)
Entry from the Open Molecules 2025 dataset: 11 unconnected molecules or ions with the total composition C40H57F6N3O14P in a non-equilibrium geometry (ωB97M-V with the def2-TZVPD basis set).

Results
E_LUMO   2.09 eV
HOMO   -0.238 Ha
Charge   -1

CARTESIAN COORDINATES (ANGSTROEM)
P 4.7625 21.6505 1.9154
F 5.9248 20.5691 1.5630
F 3.9308 20.4796 2.6209
F 5.5454 21.9486 3.2995
F 3.6260 22.7474 2.3197
F 5.6399 22.7681 1.1353
F 3.9785 21.4127 0.5208
O 6.7950 17.6976 -1.2016
C 7.1284 18.8467 -1.2982
O 6.2457 19.8324 -1.5002
C 6.8937 21.1132 -1.6977
C 8.3604 20.9333 -1.2931
C 8.5355 19.4025 -1.2488
H 6.3209 21.8492 -1.1401
H 6.7866 21.3558 -2.7538
H 8.6043 21.3921 -0.3395
H 8.9866 21.3000 -2.1050
H 8.9785 19.0967 -0.3016
H 9.1151 18.9858 -2.0683
O 0.8664 24.8392 6.1108
C 1.8364 25.1702 5.4927
O 1.9140 26.3636 4.8655
C 3.1639 26.5290 4.1819
C 4.0175 25.3039 4.5497
C 3.0649 24.3090 5.1882
H 3.6190 27.4281 4.5938
H 3.0297 26.6207 3.1072
H 4.8381 25.5645 5.2161
H 4.4855 24.8927 3.6542
H 3.4085 23.9472 6.1549
H 2.6979 23.5052 4.5540
O 7.3425 19.1240 6.6486
C 7.2431 18.9791 5.4662
O 8.2810 19.1983 4.6227
C 7.9317 18.9010 3.2538
C 6.6112 18.1365 3.3242
C 6.0293 18.5374 4.6701
H 8.7300 18.3471 2.7707
H 7.7360 19.8695 2.7965
H 6.7383 17.0496 3.3172
H 5.9725 18.3538 2.4715
H 5.4538 17.7658 5.1724
H 5.3806 19.4181 4.6097
O 2.1752 14.9788 1.8885
C 2.4318 16.0882 1.5239
O 1.4725 16.9049 1.0231
C 2.0374 18.1735 0.6382
C 3.5290 17.9005 0.4998
C 3.7637 16.8119 1.5276
H 1.7934 18.9540 1.3634
H 1.5468 18.4687 -0.2898
H 4.0998 18.8269 0.5351
H 3.7139 17.5172 -0.5083
H 3.9580 17.2254 2.5202
H 4.5507 16.1004 1.2909
O 2.8926 18.8092 7.1066
C 2.2361 19.4611 6.3519
O 2.3301 19.3010 5.0032
C 1.4717 20.2290 4.3430
C 0.4141 20.6341 5.3643
C 1.2372 20.5666 6.6582
H 1.0453 19.8031 3.4346
H 2.0279 21.0973 3.9791
H -0.3639 19.8741 5.3978
H 0.0722 21.6547 5.2192
H 0.6716 20.3017 7.5462
H 1.8384 21.4605 6.8366
O 6.7148 23.6624 -3.6145
C 6.8118 24.5405 -2.8104
O 6.3442 25.7749 -3.0815
C 6.6637 26.7284 -2.0516
C 6.9992 25.8185 -0.8414
C 7.5137 24.5324 -1.4728
H 5.8191 27.3371 -1.7476
H 7.5584 27.2988 -2.2935
H 6.1023 25.6200 -0.2522
H 7.7435 26.2353 -0.1628
H 7.3786 23.6109 -0.9210
H 8.5827 24.5965 -1.7051
O 4.8836 20.1931 -5.2651
C 4.0325 20.8205 -4.7047
O 3.8893 22.1500 -4.8791
C 2.9147 22.6994 -3.9842
C 2.6408 21.6012 -2.9487
C 3.0223 20.3153 -3.6867
H 2.0166 23.0158 -4.5197
H 3.2815 23.5791 -3.4614
H 1.5662 21.6115 -2.7563
H 3.2059 21.8224 -2.0454
H 2.1602 19.9172 -4.2229
H 3.4345 19.5592 -3.0260
N 1.2842 24.5416 -1.3492
C 2.6141 24.6623 -0.9968
C 3.2174 25.5863 -1.8370
C 2.1877 26.0525 -2.6688
C 1.0232 25.4093 -2.3696
H 0.6746 23.8182 -0.9875
H 2.9433 24.0543 -0.1677
H 4.2450 25.8803 -1.9284
H 2.3024 26.7646 -3.4727
H 0.0773 25.5051 -2.8746
N 1.0409 22.3704 1.5623
C 0.0182 22.8567 2.3148
C -1.1382 22.7516 1.5832
C -0.7621 22.2737 0.3033
C 0.5854 22.0201 0.3271
H 2.0042 22.3502 1.8759
H 0.1855 23.1475 3.3398
H -2.1194 23.0832 1.8775
H -1.4547 22.1307 -0.5122
H 1.2560 21.6030 -0.4050
N 8.0286 23.2230 3.2624
C 9.2840 23.2722 2.7396
C 9.9886 24.2353 3.4225
C 9.1312 24.7377 4.4328
C 7.9320 24.0798 4.3267
H 7.3210 22.5336 3.0591
H 9.5449 22.6816 1.8772
H 10.9974 24.5568 3.2234
H 9.3864 25.4831 5.1687
H 7.0089 24.1013 4.8792

(3)
Entry from the Open Molecules 2025 dataset: a molecular structure, C40H58As3HfN3Si (ωB97M-V with the def2-TZVPD basis set).

Results
E_LUMO   -6.23 eV
Energy above the lowest of the compared OMol25 structures with the same formula, charge and spin   0.00 kcal/mol
HOMO   -0.471 Ha
Charge   +2

CARTESIAN COORDINATES (ANGSTROEM)
Hf 0.4436 -0.3126 0.4040
C 0.0532 -3.3332 2.4418
C -0.4280 -2.1649 3.2397
C -0.7251 -2.3440 4.5857
C -1.1628 -1.2719 5.3296
C -1.3029 -0.0461 4.7001
C -1.0040 0.0648 3.3540
N -0.5621 -0.9816 2.6275
C -1.1607 1.3628 2.6442
C -1.7028 2.4652 3.2842
C -1.8564 3.6515 2.5928
C -1.4896 3.7027 1.2641
C -0.9570 2.5713 0.6704
N -0.7811 1.4232 1.3477
C -0.6435 2.5390 -0.7692
C -0.5755 3.6918 -1.5244
C -0.4597 3.5796 -2.9016
C -0.4341 2.3212 -3.4578
C -0.4216 1.2021 -2.6315
C -0.3088 -0.1531 -3.2387
N -0.5033 1.3088 -1.2978
H 0.5016 -3.0032 1.5092
H -0.7736 -4.0063 2.2083
H 0.7980 -3.9060 2.9936
H -0.5961 -3.3203 5.0326
H -1.3880 -1.3786 6.3820
H -1.6315 0.8044 5.2745
H -2.0168 2.4091 4.3130
H -2.2793 4.5193 3.0806
H -1.6470 4.6021 0.6897
H -0.6169 4.6650 -1.0595
H -0.4164 4.4635 -3.5234
H -0.3995 2.1822 -4.5302
H -1.0176 -0.2777 -4.0596
H -0.4959 -0.9145 -2.4892
H 0.6992 -0.2991 -3.6236
C -3.2787 -0.7453 -1.5357
As -2.2315 -1.5261 -0.0925
C -3.4965 -1.2380 1.3585
C -2.4908 -3.4698 -0.2776
C -1.6384 -4.3041 -1.2559
C -2.1504 -5.7500 -1.1832
C -0.1543 -4.3831 -0.8283
As 1.0278 -2.8146 -0.9483
C 1.6360 -2.8601 -2.7896
C 2.6424 -3.5322 -0.1354
C -1.7240 -3.7678 -2.6892
As -3.3304 -3.7520 -3.8866
C -3.2499 -5.6016 -4.5194
C -4.9205 -3.9615 -2.7499
H -2.9183 -1.0548 -2.5141
H -3.2153 0.3397 -1.4602
H -4.3177 -1.0475 -1.4257
H -4.4714 -1.6251 1.0655
H -3.5855 -0.1706 1.5605
H -3.1644 -1.7480 2.2610
H -3.5454 -3.5874 -0.5282
H -2.3724 -3.8652 0.7351
H -1.9961 -6.1679 -0.1862
H -1.6167 -6.3800 -1.8973
H -3.2129 -5.8109 -1.4087
H 0.3398 -5.1415 -1.4420
H -0.0845 -4.7374 0.2024
H 2.0876 -3.8375 -2.9579
H 2.3863 -2.0827 -2.9176
H 0.8223 -2.7197 -3.4922
H 2.8243 -4.5344 -0.5217
H 2.5642 -3.5678 0.9486
H 3.4710 -2.8788 -0.4036
H -1.0023 -4.3139 -3.3063
H -1.3804 -2.7320 -2.6934
H -2.3032 -5.7653 -5.0331
H -4.0531 -5.7457 -5.2406
H -3.3602 -6.3273 -3.7163
H -5.1368 -3.0501 -2.1976
H -4.8812 -4.8091 -2.0697
H -5.7474 -4.1237 -3.4419
C 2.0000 0.1643 -1.0406
C 2.8733 0.4212 -1.8558
C 3.8330 0.7434 -2.8700
C 5.1792 0.3900 -2.7469
C 6.0730 0.7039 -3.7567
C 5.6382 1.3714 -4.8942
C 4.3031 1.7327 -5.0224
C 3.4044 1.4220 -4.0172
H 5.5233 -0.1232 -1.8589
H 7.1141 0.4295 -3.6550
H 6.3409 1.6148 -5.6797
H 3.9669 2.2600 -5.9051
H 2.3652 1.7189 -4.1030
C 4.4122 0.5819 3.6263
Si 3.7949 0.4501 1.8630
C 3.8358 2.1611 1.1048
C 4.8978 -0.7583 0.9557
C 2.0187 -0.1782 1.9507
H 5.4431 0.9416 3.6613
H 4.3851 -0.3850 4.1352
H 3.8024 1.2801 4.2061
H 4.8495 2.5669 1.1524
H 3.1942 2.8454 1.6688
H 3.5172 2.1712 0.0619
H 5.9200 -0.3744 0.9143
H 4.5497 -0.9292 -0.0633
H 4.9368 -1.7219 1.4712
H 1.5556 0.5408 2.6554
H 2.0489 -1.1068 2.5423

(4)
Entry from the Open Molecules 2025 dataset: a molecular structure, C40H58AsCl2KN4O4Si3 in a non-equilibrium geometry (ωB97M-V with the def2-TZVPD basis set).

Results
E_LUMO   -0.69 eV
Energy above the lowest of the compared OMol25 structures with the same formula, charge and spin   0.00 kcal/mol
HOMO   -0.256 Ha

CARTESIAN COORDINATES (ANGSTROEM)
K 0.5372 0.6954 -1.5586
C -0.6043 0.9607 6.2432
C -0.0406 0.5863 4.8977
C 0.8012 -0.4497 4.7178
C 1.3256 -0.8021 3.4213
C 2.1235 -1.9309 3.4109
N 2.9663 -2.4216 2.5072
C 3.6104 -1.7461 1.3903
C 5.1265 -1.9340 1.5154
C 5.9055 -1.5492 0.2582
N 6.0294 -0.1047 0.0739
C 4.9900 0.6365 -0.2934
C 4.8833 2.0026 -0.3801
C 5.9591 2.9321 -0.2089
C 5.7546 4.2648 -0.2961
C 6.8688 5.2699 -0.1820
C 4.4087 4.7224 -0.5321
C 3.3358 3.9118 -0.6969
C 2.0013 4.5064 -0.9180
N 0.9534 3.8321 -1.1246
C -0.2911 4.5377 -1.3951
C -1.5015 3.7976 -0.8432
C -1.7101 3.9033 0.6657
N -1.1125 2.9710 1.6091
C -0.4929 1.9076 1.3358
C -0.0224 1.0441 2.4698
C -0.4247 1.3297 3.7345
C 0.8538 -0.0998 2.2187
O 1.1150 -0.5013 1.0734
C 3.5213 2.4584 -0.6567
O 2.5839 1.6719 -0.7917
H -0.1205 0.4007 7.0434
H -1.6777 0.7557 6.2886
H -0.4709 2.0260 6.4427
H 1.1136 -1.0448 5.5726
H 2.0712 -2.5533 4.3015
H 3.2701 -3.3682 2.6691
H 3.3112 -0.7045 1.4156
H 3.2518 -2.1573 0.4422
H 5.3407 -2.9857 1.7334
H 5.4969 -1.3504 2.3621
H 5.4198 -1.9676 -0.6256
H 6.9090 -1.9653 0.3006
H 6.8651 0.3496 0.4042
H 4.0886 0.0856 -0.5509
H 6.9688 2.5645 -0.0367
H 7.7740 4.8109 0.2156
H 6.5905 6.0957 0.4762
H 7.1121 5.7006 -1.1569
H 4.2418 5.7969 -0.5730
H 1.9710 5.6047 -0.8854
H -0.3976 4.5844 -2.4834
H -0.2680 5.5729 -1.0236
H -1.4675 2.7604 -1.1829
H -2.3805 4.2370 -1.3157
H -2.7833 3.8479 0.8706
H -1.4158 4.9041 1.0012
H -0.2538 1.5585 0.3305
H -1.0942 2.1784 3.8474
Cl -3.3499 0.3455 -8.2440
C -2.6947 0.6018 -6.6447
C -3.3759 1.4428 -5.7506
C -2.8941 1.6473 -4.4877
Cl -3.7492 2.7494 -3.4462
C -1.7084 0.9909 -3.9767
O -1.3363 1.0770 -2.7744
C -1.0152 0.2085 -4.9665
C 0.2365 -0.4542 -4.6775
O 0.8826 -0.4166 -3.6391
C -1.5280 0.0155 -6.2612
H -4.2848 1.9394 -6.0643
H 0.6256 -1.0561 -5.5226
H -0.9781 -0.6073 -6.9582
C -2.0520 -2.1910 3.5683
Si -3.2472 -1.9419 2.1545
C -4.4198 -3.3928 2.2462
C -4.2058 -0.3757 2.5100
As -2.0709 -1.4941 0.1615
Si -3.8260 -1.5368 -1.4215
C -5.2839 -2.6879 -1.1789
C -4.4749 0.2085 -1.4028
C -3.0795 -1.9688 -3.0757
Si -1.0694 -3.5684 -0.3048
C -0.0435 -3.3667 -1.8577
C 0.1091 -3.9939 1.0810
C -2.2278 -5.0117 -0.5708
H -2.6165 -2.1873 4.5069
H -1.3070 -1.3922 3.6125
H -1.5252 -3.1459 3.4954
H -4.8225 -3.4350 3.2639
H -3.9092 -4.3390 2.0472
H -5.2544 -3.3111 1.5530
H -4.5745 -0.3765 3.5409
H -5.0662 -0.2736 1.8417
H -3.5683 0.5032 2.3694
H -5.9981 -2.2871 -0.4549
H -4.9947 -3.6902 -0.8551
H -5.7988 -2.7779 -2.1423
H -5.0457 0.3891 -0.4865
H -5.1270 0.4104 -2.2589
H -3.6432 0.9182 -1.4358
H -3.0075 -3.0536 -3.2038
H -2.0806 -1.5395 -3.1887
H -3.7083 -1.5706 -3.8799
H 0.4987 -2.4174 -1.8648
H -0.6705 -3.3860 -2.7534
H 0.6879 -4.1781 -1.9376
H 0.7569 -3.1293 1.2622
H 0.7248 -4.8585 0.8094
H -0.4188 -4.2251 2.0097
H -3.0076 -4.7667 -1.2971
H -2.7173 -5.3145 0.3585
H -1.6658 -5.8688 -0.9569

Which formula does entry 1 have?
C40H57ClMgN3O4SSi4Te

HOMO of number 1 (C40H57ClMgN3O4SSi4Te)?
-0.132 Ha